Arrangement 1

The following is a DFT calculation (ωB97M-V with the def2-TZVPD basis set) of an isolated ion of composition C2H6N2P and charge +1.

Values from the calculation:
**Orbital gap**: 10.943 eV
**HOMO level**: -0.5437 Eh
**Charge**: +1
**Spin multiplicity**: 1

Atoms and positions in Å:
C1 -0.61856 0.98698 -0.10344
C2 0.30221 -1.07944 -0.34761
N1 0.61613 1.39344 -0.22367
N2 -0.88134 -0.29521 -0.13620
P1 1.81385 0.01303 -0.02660
H1 -1.37481 1.65616 -0.21750
H2 0.52474 -1.84648 0.28025
H3 0.25840 -1.40760 -1.41868
H4 0.94214 2.27705 -0.25535
H5 -1.79120 -0.65698 -0.08516
H6 1.62595 0.19476 1.42744

---

Arrangement 2

The following is a DFT calculation (ωB97M-V with the def2-TZVPD basis set) of a 2-piece molecular cluster, C2H6N2P overall.

Values from the calculation:
**Orbital gap (alpha / beta)**: 7.725 / 8.807 eV
**HOMO level (alpha / beta)**: -0.4647 / -0.5235 Eh
**Charge**: +1
**Spin multiplicity**: 1

Atoms and positions in Å:
C1 0.32416 -1.30763 -0.29188
C2 -0.18364 0.86827 -0.67762
N1 -0.95296 -1.27691 0.07681
N2 0.79653 -0.11076 -0.68878
P1 -1.77872 0.19388 -0.24003
H1 0.88026 -2.14378 -0.48567
H2 0.73417 2.02249 0.94453
H3 -0.13890 1.88902 -0.94735
H4 -1.59334 -2.04929 0.06276
H5 1.76794 0.16914 -0.64594
H6 -1.72668 0.30599 1.14905

---

The most stable arrangement is arrangement 1, and the next structure is 95.2 kcal/mol less stable.

---

Arrangement 1

The following is a DFT calculation (ωB97M-V with the def2-TZVPD basis set) of C40H29F5MoN2O2PS2 as an isolated structure.

Values from the calculation:
**Orbital gap (alpha / beta)**: 7.110 / 7.531 eV
**Expectation value of S²**: 2.02
**HOMO level (alpha / beta)**: -0.3938 / -0.4085 Eh
**Charge**: +1
**Spin multiplicity**: 3

Atoms and positions in Å:
Mo1 -0.31602 0.17359 0.17389
C1 -2.37429 -3.61346 1.32239
C2 -2.01712 -2.37130 0.57368
N1 -1.05244 -1.59253 1.00968
N2 -0.51353 -2.02136 2.20850
C3 0.61678 -1.52842 2.54624
S1 1.53077 -0.42761 1.51229
S2 1.35695 -1.92474 4.05454
C4 0.06411 -2.92127 4.84960
C5 -0.13571 -4.33231 4.34978
C6 0.67766 -4.92830 3.39674
C7 0.44442 -6.23597 2.99043
C8 -0.60178 -6.96185 3.53653
C9 -1.41669 -6.37254 4.49330
C10 -1.18521 -5.06736 4.89670
C11 -2.77916 -2.02392 -0.61303
C12 -4.06189 -2.54534 -0.83148
C13 -4.77053 -2.23126 -1.97011
C14 -4.19448 -1.42611 -2.94916
C15 -2.93588 -0.89020 -2.75959
C16 -2.24951 -1.14867 -1.57820
O1 -1.07748 -0.54119 -1.33866
H1 -1.48371 -4.09141 1.71862
H2 -2.91155 -4.31090 0.68666
H3 -2.99849 -3.35350 2.18248
H4 -0.86067 -2.34858 4.78019
H5 0.38634 -2.93657 5.89259
H6 1.50412 -4.37304 2.97091
H7 1.08429 -6.68469 2.24114
H8 -0.77749 -7.98304 3.22499
H9 -2.23460 -6.93198 4.92864
H10 -1.82301 -4.61402 5.64742
H11 -4.51681 -3.16778 -0.07315
H12 -5.77121 -2.61641 -2.10908
H13 -4.73471 -1.20531 -3.85995
H14 -2.47516 -0.25637 -3.50690
O2 0.67026 1.75822 -0.68450
P1 0.50272 3.20140 -1.16897
C17 0.57775 3.24226 -2.97312
C18 -0.57488 3.18529 -3.75421
C19 -0.46948 3.21002 -5.13573
C20 0.77682 3.29908 -5.73854
C21 1.92683 3.33519 -4.96243
C22 1.83126 3.30893 -3.58119
C23 -1.11543 3.82239 -0.66133
C24 -2.21320 2.97972 -0.84771
C25 -3.48425 3.40399 -0.50058
C26 -3.66215 4.67203 0.03798
C27 -2.57344 5.50874 0.23052
C28 -1.29873 5.09272 -0.12659
C29 1.86078 4.20850 -0.57812
C30 2.00024 5.52649 -1.01114
C31 3.09691 6.26677 -0.60542
C32 4.06478 5.68300 0.20237
C33 3.93475 4.36465 0.61514
C34 2.83204 3.62061 0.22714
H15 -1.55006 3.14284 -3.28862
H16 -1.36468 3.16968 -5.74230
H17 0.85263 3.35116 -6.81649
H18 2.89801 3.38973 -5.43570
H19 2.72430 3.34715 -2.96981
H20 -2.08360 2.00207 -1.30057
H21 -4.33195 2.74794 -0.65156
H22 -4.65793 5.01068 0.29184
H23 -2.71824 6.48979 0.66291
H24 -0.44880 5.74643 0.02065
H25 1.26441 5.96237 -1.67768
H26 3.20650 7.29181 -0.93260
H27 4.92916 6.25785 0.50700
H28 4.69642 3.91147 1.23510
H29 2.71043 2.59427 0.54557
F1 -3.27797 0.06140 1.52769
C35 -2.53205 0.96618 2.18773
C36 -1.24931 1.26308 1.72391
C37 -0.65795 2.33425 2.39264
F2 0.55070 2.76160 1.99514
C38 -1.23061 3.00503 3.45427
F3 -0.59555 4.02202 4.02788
C39 -2.47961 2.61826 3.90929
F4 -3.04565 3.23630 4.93047
C40 -3.13976 1.58983 3.25885
F5 -4.35453 1.21935 3.65641

---

Arrangement 2

The following is a DFT calculation (ωB97M-V with the def2-TZVPD basis set) of C40H29F5MoN2O2PS2 as an isolated structure.

Values from the calculation:
**Orbital gap (alpha / beta)**: 7.267 / 7.374 eV
**Expectation value of S²**: 2.02
**HOMO level (alpha / beta)**: -0.3967 / -0.4002 Eh
**Charge**: +1
**Spin multiplicity**: 3

Atoms and positions in Å:
Mo1 -0.58142 0.22022 -0.24048
C1 -1.04623 0.50347 4.21804
C2 -0.80004 0.82762 2.77653
N1 -0.91268 -0.09190 1.86457
N2 -1.28524 -1.34335 2.34939
C3 -1.61106 -2.18752 1.44269
S1 -1.66379 -1.80672 -0.28093
S2 -2.06280 -3.83053 1.77811
C4 -1.92402 -3.91219 3.59370
C5 -3.25143 -3.79616 4.29181
C6 -3.92459 -2.57771 4.34070
C7 -5.14730 -2.47372 4.98418
C8 -5.71392 -3.58984 5.58578
C9 -5.05292 -4.80736 5.53746
C10 -3.82814 -4.90889 4.89181
C11 -0.43400 2.19033 2.39470
C12 0.16518 3.04274 3.33810
C13 0.49070 4.34294 3.03159
C14 0.19091 4.84673 1.76599
C15 -0.39873 4.03765 0.82001
C16 -0.69447 2.70805 1.11570
O1 -1.24227 1.97304 0.11383
H1 -1.93179 -0.11683 4.32166
H2 -0.21229 -0.08399 4.61006
H3 -1.16500 1.40422 4.80908
H4 -1.45384 -4.87220 3.80183
H5 -1.23046 -3.12741 3.88836
H6 -3.48773 -1.71190 3.85888
H7 -5.66067 -1.52138 5.01971
H8 -6.66711 -3.50868 6.09091
H9 -5.48828 -5.68121 6.00345
H10 -3.31437 -5.86246 4.85965
H11 0.39886 2.66496 4.32337
H12 0.96831 4.96882 3.77201
H13 0.42745 5.87412 1.52358
H14 -0.63283 4.40475 -0.17022
O2 -0.56072 0.42229 -2.29034
P1 -1.40531 0.75557 -3.52542
C17 -1.86004 -0.75310 -4.36551
C18 -3.17875 -1.05074 -4.69661
C19 -3.47487 -2.24945 -5.33088
C20 -2.45973 -3.14571 -5.62846
C21 -1.14088 -2.85006 -5.29883
C22 -0.83871 -1.65655 -4.66936
C23 -2.89421 1.62986 -3.06622
C24 -3.67386 1.11363 -2.02864
C25 -4.84173 1.75055 -1.65041
C26 -5.23965 2.90411 -2.31566
C27 -4.47012 3.42083 -3.34762
C28 -3.29520 2.78704 -3.72783
C29 -0.44060 1.76491 -4.63184
C30 -0.59306 1.65065 -6.01231
C31 0.13361 2.48028 -6.85276
C32 1.00921 3.41447 -6.31656
C33 1.16276 3.52683 -4.94013
C34 0.43666 2.70553 -4.09371
H15 -3.97381 -0.35396 -4.46544
H16 -4.49891 -2.48211 -5.58908
H17 -2.69341 -4.08095 -6.11935
H18 -0.35224 -3.55194 -5.53305
H19 0.18839 -1.42686 -4.41016
H20 -3.34678 0.22405 -1.50061
H21 -5.44016 1.34926 -0.84362
H22 -6.15424 3.40356 -2.02498
H23 -4.78197 4.32207 -3.85769
H24 -2.69515 3.19542 -4.53106
H25 -1.26695 0.91319 -6.43056
H26 0.02192 2.39158 -7.92471
H27 1.57971 4.05621 -6.97458
H28 1.85181 4.25122 -4.52764
H29 0.56142 2.78171 -3.02142
F1 1.72702 2.19262 -0.96287
C35 2.29606 1.13571 -0.34950
C36 1.49155 0.07983 0.05082
C37 2.12648 -0.96865 0.70074
F2 1.41358 -2.02296 1.12057
C38 3.48877 -0.97901 0.93546
F3 4.06993 -2.00116 1.55515
C39 4.25434 0.10054 0.52197
F4 5.55919 0.11054 0.74751
C40 3.65679 1.17200 -0.12198
F5 4.39306 2.21165 -0.50616

---

The most stable arrangement is arrangement 2, and the next structure is 4.2 kcal/mol less stable.